{"formula": "C27H32N2O4S", "method": "ωB97M-V with the def2-TZVPD basis set", "smiles": "CCc1ccc([C@@H](C(=O)NCc2ccc(OC)cc2)N(CCOC)C(=O)Cc2cccs2)cc1", "largest_force_ev_per_a": 0.57, "e_tot_ha": -1856.72775, "de_lowest_kj_mol": 0.0, "spin_multiplicity": 1, "symbols": ["C", "C", "C", "C", "C", "C", "C", "C", "O", "N", "C", "C", "C", "C", "C", "O", "C", "C", "C", "N", "C", "C", "O", "C", "C", "O", "C", "C", "C", "C", "C", "S", "C", "C", "H", "H", "H", "H", "H", "H", "H", "H", "H", "H", "H", "H", "H", "H", "H", "H", "H", "H", "H", "H", "H", "H", "H", "H", "H", "H", "H", "H", "H", "H", "H", "H"], "coordinates": [[-5.33, -3.77, -0.20], [-4.90, -2.50, 0.54], [-3.45, -2.21, 0.29], [-3.05, -1.45, -0.81], [-1.71, -1.21, -1.05], [-0.73, -1.72, -0.21], [0.72, -1.45, -0.53], [0.93, -0.02, -1.09], [1.56, 0.16, -2.13], [0.39, 0.96, -0.37], [0.51, 2.35, -0.72], [-0.78, 3.11, -0.55], [-2.01, 2.46, -0.51], [-3.18, 3.18, -0.37], [-3.15, 4.57, -0.27], [-4.36, 5.19, -0.14], [-4.39, 6.59, -0.03], [-1.92, 5.22, -0.31], [-0.75, 4.49, -0.45], [1.64, -1.70, 0.58], [2.69, -2.64, 0.30], [3.59, -2.19, -0.87], [3.12, -2.80, -2.05], [3.60, -2.19, -3.22], [1.49, -1.03, 1.75], [0.53, -0.31, 1.98], [2.61, -1.14, 2.78], [3.89, -0.60, 2.23], [5.14, -1.11, 2.32], [6.11, -0.32, 1.65], [5.57, 0.78, 1.07], [3.87, 0.88, 1.32], [-1.12, -2.51, 0.86], [-2.46, -2.75, 1.10], [-6.38, -3.98, -0.02], [-5.18, -3.65, -1.27], [-4.75, -4.62, 0.13], [-5.51, -1.66, 0.19], [-5.07, -2.63, 1.61], [-3.80, -1.04, -1.47], [-1.42, -0.62, -1.92], [1.03, -2.13, -1.33], [0.01, 0.72, 0.55], [0.84, 2.38, -1.77], [1.30, 2.82, -0.11], [-2.06, 1.39, -0.59], [-4.13, 2.69, -0.34], [-5.44, 6.86, 0.07], [-3.85, 6.94, 0.86], [-3.97, 7.07, -0.92], [-1.85, 6.30, -0.23], [0.19, 5.01, -0.47], [2.24, -3.60, 0.00], [3.30, -2.81, 1.18], [3.56, -1.10, -0.97], [4.63, -2.49, -0.68], [3.25, -1.15, -3.28], [4.69, -2.21, -3.26], [3.20, -2.77, -4.05], [2.28, -0.55, 3.64], [2.75, -2.17, 3.13], [5.38, -2.02, 2.84], [7.16, -0.56, 1.62], [6.06, 1.55, 0.51], [-0.38, -2.95, 1.51], [-2.75, -3.36, 1.95]]}

{"formula": "C27H32N8O5RhS", "method": "ωB97M-V with the def2-TZVPD basis set", "largest_force_ev_per_a": 1.80, "e_tot_ha": -2370.87162, "de_lowest_kj_mol": 16.7, "spin_multiplicity": 1, "charge": 1, "symbols": ["Rh", "N", "C", "C", "C", "C", "C", "N", "C", "C", "C", "C", "C", "N", "H", "H", "H", "H", "H", "H", "H", "H", "H", "O", "C", "O", "C", "C", "C", "C", "C", "N", "H", "H", "H", "H", "N", "C", "C", "C", "C", "C", "C", "S", "O", "O", "O", "H", "H", "H", "H", "H", "H", "C", "N", "C", "C", "N", "N", "C", "C", "H", "H", "H", "H", "H", "H", "H", "H", "H", "H", "H", "H", "H"], "coordinates": [[-0.46, -0.16, -1.01], [-1.77, 2.74, -1.39], [-0.41, 2.83, -1.13], [0.19, 4.08, -1.26], [1.49, 4.23, -0.85], [2.17, 3.14, -0.33], [1.53, 1.92, -0.32], [0.25, 1.75, -0.70], [-2.66, 1.75, -1.06], [-4.02, 2.02, -1.29], [-4.96, 1.09, -0.98], [-4.55, -0.13, -0.41], [-3.22, -0.32, -0.22], [-2.26, 0.59, -0.52], [-2.19, 3.57, -1.77], [-0.39, 4.91, -1.62], [1.97, 5.20, -0.91], [3.19, 3.20, 0.04], [2.08, 1.05, 0.01], [-4.30, 2.97, -1.73], [-6.01, 1.28, -1.17], [-5.26, -0.90, -0.15], [-2.84, -1.25, 0.19], [-2.43, -1.27, -4.35], [-1.76, -1.17, -3.36], [-1.33, -0.04, -2.84], [-1.28, -2.41, -2.61], [-1.42, -3.68, -3.14], [-0.86, -4.74, -2.45], [-0.16, -4.50, -1.28], [-0.08, -3.20, -0.80], [-0.65, -2.19, -1.45], [-1.95, -3.79, -4.08], [-0.93, -5.75, -2.84], [0.32, -5.30, -0.73], [0.44, -2.95, 0.12], [1.39, -0.31, -2.79], [2.61, -0.27, -2.06], [2.74, -1.17, -0.99], [3.58, -0.86, 0.06], [4.26, 0.35, 0.05], [4.33, 1.09, -1.11], [3.50, 0.78, -2.19], [4.68, 1.06, 1.64], [5.23, 2.36, 1.32], [3.32, 1.13, 2.20], [5.55, 0.12, 2.31], [1.30, 0.36, -3.53], [1.12, -1.23, -3.13], [2.09, -2.03, -0.93], [3.59, -1.47, 0.96], [4.92, 2.00, -1.11], [3.43, 1.44, -3.05], [-2.54, -0.71, 3.30], [-1.45, -1.19, 2.46], [-1.54, -2.56, 1.99], [-0.40, -0.39, 2.12], [0.24, -0.50, 0.96], [0.03, 0.48, 3.06], [0.88, 1.61, 2.70], [0.07, 0.12, 4.47], [-3.49, -0.96, 2.83], [-2.48, 0.37, 3.41], [-2.52, -1.17, 4.30], [-2.30, -3.07, 2.57], [-0.59, -3.07, 2.15], [-1.80, -2.65, 0.93], [1.16, -0.09, 1.09], [1.94, 1.34, 2.62], [0.79, 2.37, 3.48], [0.55, 2.06, 1.77], [-0.26, -0.90, 4.62], [-0.55, 0.79, 5.07], [1.10, 0.20, 4.82]]}

{"formula": "C27H33AsAuF6N5O3PS", "method": "ωB97M-V with the def2-TZVPD basis set", "largest_force_ev_per_a": 1.31, "e_tot_ha": -5257.01098, "de_lowest_kj_mol": 154.7, "spin_multiplicity": 2, "charge": 4, "symbols": ["Au", "C", "C", "C", "N", "C", "C", "H", "H", "H", "H", "H", "N", "C", "P", "O", "O", "C", "N", "H", "H", "H", "H", "H", "H", "H", "H", "H", "H", "F", "As", "F", "F", "F", "F", "F", "O", "S", "C", "C", "C", "C", "C", "C", "C", "C", "C", "C", "C", "C", "C", "C", "H", "H", "H", "H", "H", "H", "H", "H", "H", "H", "H", "H", "H", "H", "N", "C", "C", "C", "C", "N", "C", "C", "H", "H", "H", "H"], "coordinates": [[-0.48, -0.54, 0.47], [1.58, 1.47, 4.27], [0.62, 0.47, 4.42], [0.09, -0.13, 3.31], [0.50, 0.24, 2.08], [1.43, 1.19, 1.90], [1.99, 1.83, 2.99], [1.99, 1.97, 5.13], [0.29, 0.15, 5.41], [-0.65, -0.92, 3.38], [1.71, 1.44, 0.88], [2.73, 2.59, 2.82], [4.66, -2.97, 0.58], [3.30, -3.20, -0.04], [2.51, -1.55, -0.32], [3.37, -0.57, 0.39], [1.06, -1.80, 0.14], [2.61, -1.13, -2.11], [3.26, 0.22, -2.24], [5.42, -3.02, -0.10], [4.87, -3.66, 1.31], [4.67, -2.02, 0.99], [2.69, -3.76, 0.66], [3.42, -3.80, -0.94], [1.62, -1.09, -2.56], [3.20, -1.87, -2.64], [3.66, 0.51, -1.33], [2.58, 0.95, -2.52], [4.01, 0.22, -2.94], [0.65, 0.75, -1.22], [0.59, 2.57, -1.69], [-0.12, 2.79, -0.12], [-0.96, 2.20, -2.34], [0.58, 4.19, -2.11], [1.33, 2.03, -3.18], [2.16, 2.60, -0.97], [-2.21, -1.92, -0.02], [-2.95, -3.25, 0.07], [-4.70, -2.69, 0.28], [-5.64, -3.80, 0.61], [-6.68, -4.14, -0.30], [-7.61, -5.07, 0.04], [-7.51, -5.74, 1.30], [-6.48, -5.40, 2.22], [-5.55, -4.47, 1.87], [-3.04, -3.86, -1.65], [-3.40, -2.81, -2.66], [-2.48, -1.83, -3.03], [-2.81, -0.87, -3.98], [-4.06, -0.89, -4.58], [-4.98, -1.88, -4.23], [-4.64, -2.83, -3.28], [-4.97, -2.15, -0.63], [-4.61, -2.00, 1.12], [-6.74, -3.62, -1.25], [-8.44, -5.31, -0.62], [-8.21, -6.52, 1.54], [-6.44, -5.90, 3.18], [-4.75, -4.21, 2.56], [-3.76, -4.68, -1.62], [-2.05, -4.29, -1.82], [-1.48, -1.84, -2.59], [-2.08, -0.13, -4.28], [-4.32, -0.16, -5.33], [-5.94, -1.93, -4.73], [-5.34, -3.63, -3.06], [-5.62, 4.61, 0.07], [-4.82, 3.79, 0.19], [-3.84, 2.76, 0.34], [-3.63, 1.84, -0.68], [-2.68, 0.86, -0.51], [-1.96, 0.78, 0.63], [-2.14, 1.67, 1.62], [-3.08, 2.66, 1.51], [-4.18, 1.89, -1.61], [-2.48, 0.12, -1.28], [-1.53, 1.58, 2.50], [-3.22, 3.37, 2.32]]}